1.
Density functional theory data (ωB97M-V with the def2-TZVPD basis set) for C26H27Br2CaN5O3 as an isolated structure at a distorted geometry.

Element x y z (Å)
Ca 0.311 0.346 0.067
C 3.481 1.644 0.461
C 2.937 2.212 1.602
C 1.831 3.042 1.499
C 1.265 3.299 0.258
C 1.799 2.714 -0.884
C 2.911 1.888 -0.780
H 4.385 1.053 0.529
H 3.406 2.055 2.565
H 1.452 3.546 2.380
H 0.465 4.023 0.172
H 1.410 2.973 -1.860
H 3.377 1.499 -1.676
Br -4.148 2.799 -4.717
C -2.936 2.224 -3.385
C -2.703 2.980 -2.242
C -1.818 2.477 -1.304
N -1.132 1.352 -1.456
C -1.303 0.661 -2.589
C -2.224 1.044 -3.560
C -0.343 -0.417 -2.870
C -0.571 -1.388 -3.842
C 0.469 -2.243 -4.186
Br 0.191 -3.630 -5.440
C 1.711 -2.072 -3.579
C 1.818 -1.112 -2.586
N 0.820 -0.320 -2.220
H -3.188 3.932 -2.095
H -1.641 3.014 -0.387
H -2.365 0.468 -4.459
H -1.532 -1.498 -4.318
H 2.546 -2.692 -3.858
H 2.753 -0.964 -2.062
C 3.577 -1.913 1.991
C 2.380 -1.895 1.092
O 1.891 -0.852 0.656
N 1.883 -3.093 0.764
C 0.772 -3.220 -0.155
C -0.552 -2.895 0.495
C -1.177 -3.845 1.295
C -2.435 -3.572 1.804
C -3.027 -2.360 1.478
C -2.307 -1.454 0.715
N -1.088 -1.701 0.243
H 4.172 -1.020 1.823
H 4.186 -2.799 1.834
H 3.239 -1.896 3.025
H 2.268 -3.930 1.172
H 0.759 -4.241 -0.540
H 0.929 -2.512 -0.971
H -0.686 -4.784 1.497
H -2.950 -4.299 2.413
H -4.030 -2.139 1.808
H -2.718 -0.486 0.449
N -2.582 2.750 3.790
C -1.677 1.596 3.924
C -1.085 1.409 2.478
O -1.549 2.247 1.674
O -0.286 0.514 2.231
H -2.326 3.560 4.355
H -3.566 2.531 3.947
H -2.373 2.922 2.683
H -2.208 0.693 4.217
H -0.873 1.777 4.633

HOMO level: -14.466 eV
Gap between HOMO and LUMO: 9.1 eV
Net charge: +2
ΔE to the lowest compared entry with this formula, charge and spin: 91.5 kJ/mol
Electronic energy: -7331.8450 hartree

=====

2.
Density functional theory data (ωB97M-V with the def2-TZVPD basis set) for C3H6N2S3 as an isolated structure at a distorted geometry.

Element x y z (Å)
C 1.451 -2.302 -0.107
C 1.487 0.289 0.150
C -1.483 0.709 -0.830
N 1.630 -1.899 1.140
N 1.646 -0.567 1.255
S 1.320 -0.856 -1.185
S 2.727 1.604 -0.129
S -0.453 1.605 0.311
H 1.368 -3.334 -0.390
H -2.522 1.140 -0.830
H -1.820 -0.299 -0.365
H -0.906 0.531 -1.761
H 1.868 -0.162 2.234
H 2.030 2.542 -0.827

HOMO level: -7.955 eV
Gap between HOMO and LUMO: 8.0 eV
ΔE to the lowest compared entry with this formula, charge and spin: 314.8 kJ/mol
Electronic energy: -1421.8786 hartree

=====

3.
Density functional theory data (ωB97M-V with the def2-TZVPD basis set) for a 2-piece molecular cluster, C4H6N2 overall at a distorted geometry.

Element x y z (Å)
C -1.290 0.924 -0.283
C -0.182 -0.029 -0.222
C 1.089 -0.243 -0.212
C 2.264 0.456 -0.475
N 3.170 1.126 -0.750
N 0.186 -1.296 -0.838
H -1.273 1.265 -1.325
H -2.267 0.484 -0.079
H -1.115 1.787 0.363
H 0.135 -1.167 -1.861
H -0.739 -1.604 1.540
H -0.011 -1.697 1.446

HOMO level: -8.912 eV
Gap between HOMO and LUMO: 9.0 eV
ΔE to the lowest compared entry with this formula, charge and spin: 497.0 kJ/mol
SMILES: CC1=C(C#N)N1.[H][H]
Electronic energy: -265.3463 hartree

=====

4.
Density functional theory data (ωB97M-V with the def2-TZVPD basis set) for C35H33N5O2RuS2Sb as an isolated structure at a distorted geometry.

Element x y z (Å)
Ru 0.344 1.883 0.360
O 4.973 4.650 1.081
C 5.332 3.363 1.174
C 6.689 3.095 1.340
C 7.140 1.799 1.443
C 6.252 0.718 1.372
C 4.918 0.966 1.207
C 4.428 2.285 1.113
C 3.010 2.483 0.969
O 2.219 1.431 0.906
N 2.504 3.707 0.899
N 1.172 3.637 0.701
C 0.425 4.690 0.544
C -0.974 4.413 0.385
C -1.933 5.394 0.173
C -3.261 5.037 0.091
C -3.612 3.693 0.225
C -2.624 2.756 0.397
N -1.317 3.088 0.463
H 4.007 4.719 1.003
H 7.366 3.938 1.390
H 8.197 1.617 1.587
H 6.615 -0.297 1.460
H 4.212 0.149 1.154
H 0.857 5.681 0.529
H -1.618 6.425 0.081
H -4.025 5.783 -0.080
H -4.646 3.381 0.193
H -2.852 1.704 0.488
S -2.099 -0.434 2.954
C -3.503 -1.357 2.517
N -3.841 -1.587 1.260
C -5.014 -2.378 0.866
C -5.335 -3.376 1.964
C -5.457 -2.646 3.289
N -4.249 -1.833 3.501
H -3.213 -1.250 0.548
H -4.777 -2.887 -0.063
H -5.858 -1.709 0.692
H -4.537 -4.120 2.022
H -6.267 -3.890 1.738
H -5.536 -3.346 4.116
H -6.337 -2.001 3.304
H -3.952 -1.642 4.445
S -0.720 -0.148 0.579
Sb -0.827 -1.376 -1.589
C 1.215 -2.002 -1.624
C 2.100 -1.774 -0.572
C 3.402 -2.253 -0.657
C 3.822 -2.941 -1.788
C 2.939 -3.163 -2.835
C 1.633 -2.696 -2.756
C -1.607 -3.121 -0.635
C -2.675 -3.781 -1.243
C -3.141 -4.983 -0.719
C -2.543 -5.521 0.412
C -1.483 -4.859 1.026
C -1.010 -3.665 0.502
C 0.666 1.737 -1.664
C -0.306 2.245 -2.552
C 0.016 2.457 -3.878
C 1.295 2.149 -4.343
C 2.250 1.608 -3.486
C 1.943 1.390 -2.154
H 1.794 -1.227 0.311
H 4.087 -2.096 0.167
H 4.839 -3.306 -1.851
H 3.266 -3.702 -3.715
H 0.952 -2.880 -3.581
H -3.138 -3.374 -2.137
H -3.956 -5.507 -1.205
H -2.888 -6.468 0.807
H -1.010 -5.288 1.901
H -0.173 -3.166 0.980
H -1.306 2.483 -2.211
H -0.729 2.858 -4.554
H 1.548 2.330 -5.380
H 3.236 1.355 -3.854
H 2.687 0.952 -1.504

HOMO level (spin up / spin down): -12.221 / -12.669 eV
Gap between HOMO and LUMO (spin up / spin down): 6.1 / 4.5 eV
Net charge: +2
2S+1: 6
ΔE to the lowest compared entry with this formula, charge and spin: 120.0 kJ/mol
Expectation value of S²: 8.8030
Electronic energy: -2908.6975 hartree

=====

Repeat the second record exactly.
Density functional theory data (ωB97M-V with the def2-TZVPD basis set) for C3H6N2S3 as an isolated structure at a distorted geometry.

Element x y z (Å)
C 1.451 -2.302 -0.107
C 1.487 0.289 0.150
C -1.483 0.709 -0.830
N 1.630 -1.899 1.140
N 1.646 -0.567 1.255
S 1.320 -0.856 -1.185
S 2.727 1.604 -0.129
S -0.453 1.605 0.311
H 1.368 -3.334 -0.390
H -2.522 1.140 -0.830
H -1.820 -0.299 -0.365
H -0.906 0.531 -1.761
H 1.868 -0.162 2.234
H 2.030 2.542 -0.827

HOMO level: -7.955 eV
Gap between HOMO and LUMO: 8.0 eV
ΔE to the lowest compared entry with this formula, charge and spin: 314.8 kJ/mol
Electronic energy: -1421.8786 hartree

=====

> Look up the ΔE to the lowest compared entry with this formula, charge and spin of the first one.

91.5 kJ/mol

=====

> The lowest ΔE to the lowest compared entry with this formula, charge and spin belongs to which entry?

C26H27Br2CaN5O3